Computed, not measured: C27H16F13NNiO2SSb as an isolated structure in a non-equilibrium geometry, with ωB97M-V/def2-TZVPD.

```
62
Properties=species:S:1:pos:R:3
Ni 0.349 -0.514 -0.308
O 0.187 0.126 1.647
N 1.294 0.652 2.181
C 1.255 1.095 3.480
C 2.253 1.873 3.985
C 3.345 2.230 3.185
C 3.412 1.695 1.890
C 2.410 0.888 1.406
S 2.511 0.116 -0.138
H 0.374 0.821 4.033
H 2.199 2.203 5.013
H 4.118 2.889 3.547
H 4.250 1.890 1.242
F -0.263 1.462 -5.501
C -0.615 1.270 -4.212
F -0.493 2.457 -3.613
F -1.923 0.989 -4.238
C 0.204 0.191 -3.438
O -0.121 0.271 -2.171
C 1.725 0.464 -3.705
F 2.050 0.447 -5.024
F 2.100 1.665 -3.262
F 2.512 -0.442 -3.141
C -0.079 -1.215 -4.064
F 0.091 -1.247 -5.411
F 0.730 -2.151 -3.583
F -1.330 -1.620 -3.857
F -0.039 -2.314 -0.372
F -4.639 7.412 -0.289
C -3.977 6.209 -0.273
C -2.766 6.121 0.378
C -2.130 4.885 0.415
C -2.689 3.754 -0.165
C -3.870 3.904 -0.871
C -4.539 5.127 -0.921
Sb -1.534 1.859 0.054
C -2.091 1.784 2.201
C -1.666 2.764 3.094
C -1.843 2.628 4.460
C -2.453 1.485 4.937
F -2.644 1.346 6.289
C -2.868 0.475 4.087
C -2.676 0.635 2.726
C -3.247 0.652 -0.459
C -3.122 -0.451 -1.287
C -4.238 -1.156 -1.708
C -5.485 -0.744 -1.268
F -6.604 -1.422 -1.686
C -5.640 0.322 -0.403
C -4.513 1.019 -0.003
H -2.336 6.995 0.845
H -1.168 4.805 0.904
H -4.297 3.063 -1.396
H -5.478 5.240 -1.444
H -1.178 3.651 2.719
H -1.515 3.395 5.148
H -3.308 -0.423 4.498
H -2.972 -0.163 2.057
H -2.142 -0.773 -1.600
H -4.146 -2.003 -2.366
H -6.626 0.602 -0.060
H -4.614 1.859 0.671
```

Summary:
- Total charge: -2
- Multiplicity: 4
- DFT total energy: -127587.6783 eV
- M: 845.92 g mol⁻¹
- HOMO-LUMO gap (spin up / spin down): 3.02 / 5.83 eV
- ⟨S²⟩: 3.77

Atomic charges from the Löwdin analysis, expressed in e, are listed below: number 1, Ni, carries 0.387; number 2, O, carries -0.342; number 3, N, carries -0.230; number 4, C, carries -0.106; number 5, C, carries -0.160; number 6, C, carries -0.186; number 7, C, carries -0.187; number 8, C, carries -0.681; number 9, S, carries 0.668; number 10, H, carries 0.092; number 11, H, carries 0.077; number 12, H, carries 0.052; number 13, H, carries 0.073; number 14, F, carries 0.132; number 15, C, carries -0.545; number 16, F, carries 0.152; number 17, F, carries 0.153; number 18, C, carries -0.366; number 19, O, carries -0.239; number 20, C, carries -0.561; number 21, F, carries 0.120; number 22, F, carries 0.155; number 23, F, carries 0.130; number 24, C, carries -0.545; number 25, F, carries 0.125; number 26, F, carries 0.173; number 27, F, carries 0.158; number 28, F, carries -0.535; number 29, F, carries 0.009; number 30, C, carries -0.288; number 31, C, carries -0.027; number 32, C, carries -0.144; number 33, C, carries -0.351; number 34, C, carries -0.126; number 35, C, carries -0.022; number 36, Sb, carries 1.629; number 37, C, carries -0.335; number 38, C, carries -0.129; number 39, C, carries -0.038; number 40, C, carries -0.284; number 41, F, carries 0.009; number 42, C, carries -0.021; number 43, C, carries -0.121; number 44, C, carries -0.366; number 45, C, carries -0.101; number 46, C, carries -0.001; number 47, C, carries -0.270; number 48, F, carries 0.013; number 49, C, carries -0.027; number 50, C, carries -0.156; number 51, H, carries 0.109; number 52, H, carries 0.085; number 53, H, carries 0.089; number 54, H, carries 0.107; number 55, H, carries 0.081; number 56, H, carries 0.110; number 57, H, carries 0.109; number 58, H, carries 0.101; number 59, H, carries 0.067; number 60, H, carries 0.114; number 61, H, carries 0.108; number 62, H, carries 0.100